(1)
DFT (ωB97M-V/def2-TZVPD) results for one molecule with the formula C2H4N4O at a distorted geometry.

The total charge is 0. As for the structure (SMILES): [H]/N=c1/cnon1N. For the HOMO energy, the calculation gives -9.5 eV. The calculation puts the total energy at -372.657101 a.u. As for the multiplicity: 1.

Last column: natural (NBO) charge in e.
CARTESIAN COORDINATES (ANGSTROEM)
H -1.99043 1.13043 0.10270  0.354
N -1.03162 1.72924 0.20955  -0.646
C -0.05232 0.86721 -0.25324  0.312
C 1.43532 0.97584 -0.15157  -0.014
N 1.96893 -0.13876 0.07478  -0.062
O 0.98062 -1.18694 0.13128  -0.264
N -0.19911 -0.40870 -0.47975  -0.027
N -1.20833 -1.16588 0.01479  -0.637
H 2.02877 1.89144 -0.06686  0.241
H -0.66647 -1.50516 0.90661  0.371
H -1.26537 -2.18872 -0.48830  0.373

Forces on the atoms, in the same order (eV/Å):
H 2.79 1.65 0.48
N 1.11 -4.18 -2.81
C -2.73 5.05 3.70
C -0.85 1.15 0.35
N 0.87 -2.07 0.87
O 1.20 4.65 -2.46
N 0.68 -5.88 -1.19
N -0.54 -4.18 1.69
H -0.30 -0.42 -0.31
H -2.47 0.66 -1.06
H 0.25 3.57 0.74

***

(2)
DFT (ωB97M-V/def2-TZVPD) results for C19H28BHfN7Si as an isolated structure at a distorted geometry.

The total charge is +2. For the HOMO energy, the calculation gives -13.2 eV. The calculation puts the total energy at -1486.024943 a.u. As for the multiplicity: 1.

Last column: natural (NBO) charge in e.
CARTESIAN COORDINATES (ANGSTROEM)
H -0.34335 2.94481 0.49704  0.281
N -0.30705 1.71096 -1.22798  -0.394
B 0.30271 0.52045 -3.41598  0.528
N 0.28879 1.77111 -2.47690  -0.287
C 1.07375 2.85600 -2.49065  0.129
Hf -0.65701 -0.90472 -0.45506  2.489
H 1.67470 3.08551 -3.35814  0.270
C 0.88009 3.57737 -1.30359  -0.282
H 1.30057 4.53704 -1.06963  0.282
C 0.02389 2.83541 -0.51156  0.084
H 0.60319 0.81017 -4.53450  0.023
C -0.60892 -2.93346 0.18351  -1.326
H -1.14374 -2.91227 1.15490  0.281
H 0.33484 -3.47506 0.32307  0.278
H -1.22476 -3.53424 -0.51188  0.261
N -1.12003 -0.11690 -3.32163  -0.294
N 1.30015 -0.55181 -2.85609  -0.311
N -1.65794 -0.58572 -2.10023  -0.669
N 1.08833 -1.13415 -1.60945  -0.562
C -1.99420 -0.34014 -4.29590  0.111
C 2.43513 -1.03607 -3.38046  0.092
H -1.72685 -0.06903 -5.31000  0.269
H 2.79420 -0.66167 -4.33454  0.259
C -3.14672 -0.91896 -3.76635  -0.293
C 2.96478 -1.99725 -2.51166  -0.307
C -2.92977 -1.06045 -2.40701  0.051
C 2.11229 -2.03617 -1.40594  0.059
H -4.02976 -1.19196 -4.31938  0.283
H 3.85153 -2.59059 -2.64411  0.277
H -3.54199 -1.47878 -1.62493  0.260
H 2.13744 -2.63517 -0.50289  0.259
H -1.29285 1.45686 -1.23017  0.436
C 2.77237 0.68607 0.68230  -1.130
Si 1.55572 0.19104 2.02630  1.796
C 2.05536 -1.49325 2.66650  -1.131
C 1.63931 1.55342 3.29620  -1.135
N -0.13718 0.08571 1.43478  -1.324
C -1.21871 0.18290 2.33013  0.242
C -1.15594 -0.28815 3.67111  -0.298
C -2.29996 -0.28676 4.47558  -0.138
C -3.50041 0.25668 3.99981  -0.225
C -3.56936 0.75585 2.69395  -0.175
C -2.44331 0.72871 1.86429  -0.343
H 3.68940 1.05334 1.17268  0.274
H 2.40543 1.49557 0.04267  0.217
H 3.06091 -0.14635 0.02970  0.229
H 3.07949 -1.42696 3.06707  0.263
H 1.38948 -1.83641 3.46746  0.250
H 2.03951 -2.24959 1.86945  0.221
H 1.22218 2.47954 2.87502  0.236
H 1.08350 1.30932 4.21013  0.258
H 2.69437 1.73297 3.55548  0.260
H -0.20947 -0.65879 4.06930  0.224
H -2.23631 -0.70453 5.48546  0.239
H -4.36908 0.29686 4.65619  0.242
H -4.50903 1.16812 2.31687  0.233
H -2.47969 1.17360 0.85967  0.177

Forces on the atoms, in the same order (eV/Å):
H -0.14 0.20 -0.06
N 0.02 0.40 -0.26
B 0.16 -0.71 0.29
N 0.50 0.58 0.29
C -1.18 -0.52 0.14
Hf 3.72 0.02 7.30
H 0.08 -0.06 0.08
C -0.16 -0.08 0.69
H 0.21 0.02 0.11
C 0.82 0.07 -1.13
H -0.14 0.03 0.17
C -0.70 -0.74 0.00
H 0.17 -0.15 -0.16
H -0.27 0.17 0.08
H 0.14 -0.06 0.20
N -0.39 -0.28 0.82
N 0.19 0.10 0.78
N -3.62 0.98 -5.50
N 1.29 -0.50 -1.07
C 0.12 0.08 0.46
C -0.37 -0.17 0.47
H -0.19 -0.06 0.10
H -0.09 -0.22 0.19
C -0.37 -0.20 0.28
C -0.36 0.14 0.59
C 1.39 0.55 -0.83
C -0.42 0.98 -1.31
H 0.00 -0.05 0.06
H 0.06 0.04 -0.09
H -0.21 -0.03 -0.02
H 0.11 0.15 -0.27
H -0.03 0.12 -0.21
C -0.02 -0.14 -0.34
Si -0.31 0.07 0.31
C 0.20 0.16 0.15
C 0.01 -0.12 0.13
N 0.25 -0.53 -1.91
C -0.45 -0.02 0.26
C -0.46 0.10 -0.33
C 0.45 0.26 -0.34
C 0.03 0.03 -0.37
C -0.21 -0.18 0.32
C 0.38 -0.60 0.31
H -0.32 -0.15 -0.12
H 0.06 0.00 0.06
H 0.05 0.20 0.14
H -0.27 -0.19 -0.09
H 0.24 -0.02 -0.17
H 0.05 0.11 0.18
H 0.12 -0.14 0.16
H 0.19 0.20 -0.17
H -0.34 0.01 0.01
H -0.44 0.01 -0.16
H -0.07 0.26 -0.38
H 0.19 -0.03 -0.27
H 0.33 -0.08 0.18
H -0.01 0.02 0.22

***

(3)
DFT (ωB97M-V/def2-TZVPD) results for one molecule with the formula C2H4O3S at a distorted geometry.

The total charge is 0. For the HOMO energy, the calculation gives -9.5 eV. The calculation puts the total energy at -702.356938 a.u. As for the multiplicity: 1.

Last column: natural (NBO) charge in e.
CARTESIAN COORDINATES (ANGSTROEM)
C -0.06014 -1.41936 0.08578  0.062
C -0.95192 1.25625 -0.25683  -0.882
O 1.28830 0.03762 -1.30178  -0.904
O 1.30003 0.90133 1.00695  -0.926
O 0.86940 -2.14213 0.70935  -0.642
S 0.54100 0.30374 -0.06193  1.998
H -1.60268 0.74207 -0.94171  0.252
H -1.10246 2.35037 -0.37250  0.281
H -1.16221 1.04359 0.78884  0.238
H 0.88069 -3.07347 0.34384  0.522

Forces on the atoms, in the same order (eV/Å):
C 0.57 -1.44 0.14
C -0.32 -0.38 0.85
O -1.28 0.03 0.90
O -0.44 -0.17 0.32
O -0.46 0.64 -1.50
S 2.87 1.01 -1.51
H -0.32 -0.38 -0.03
H 1.39 -0.69 -0.17
H -1.40 0.16 0.22
H -0.61 1.23 0.79